# 1
# C31H39CrN5

A structure of composition C31H39CrN5 in a non-equilibrium geometry (ωB97M-V/def2-TZVPD, OMol25).

```
76
Properties=species:S:1:pos:R:3:mulliken_charge:R:1
Cr 0.4103 -0.3195 0.8843 -1.17
N -0.5251 -1.9378 2.6016 0.83
N 0.1926 -2.3994 -0.6772 0.47
C 1.6624 1.3963 0.1983 1.63
C 2.4969 0.2692 0.4950 1.07
C 2.2982 -0.0841 1.8738 1.11
C 2.9760 -1.1731 2.6325 -1.65
H 3.6585 -1.7474 1.9947 0.41
H 2.2344 -1.8717 3.0439 0.19
H 3.5490 -0.7667 3.4777 0.40
C 1.3380 0.8380 2.4293 0.22
C 0.8260 0.7742 3.8194 -1.71
H 1.6404 0.7241 4.5561 0.39
H 0.2228 -0.1385 3.9371 -0.02
H 0.1839 1.6321 4.0509 0.31
C 0.9561 1.7593 1.3908 0.87
C 0.1368 2.9940 1.5506 -1.68
H -0.6026 2.8901 2.3552 0.24
H -0.4032 3.2459 0.6257 0.27
H 0.7696 3.8592 1.8040 0.32
C 3.5093 -0.3469 -0.4144 -2.02
H 4.4423 -0.5690 0.1259 0.40
H 3.7538 0.3167 -1.2539 0.38
H 3.1481 -1.2966 -0.8412 0.21
C 1.6781 2.2107 -1.0521 -1.94
H 0.6811 2.2439 -1.5140 0.05
H 2.3618 1.7995 -1.8046 0.25
H 1.9878 3.2497 -0.8537 0.40
C -1.1655 -2.3028 3.7322 -0.70
H -0.9960 -1.6833 4.6212 0.41
C -1.9587 -3.4472 3.7814 -0.79
H -2.5279 -3.6519 4.6877 0.35
C -2.0294 -4.3075 2.6781 -0.65
H -2.6817 -5.1782 2.6789 0.35
C -1.2228 -4.0385 1.5843 -0.89
H -1.1639 -4.6688 0.6950 0.29
C -0.4273 -2.8731 1.6331 -0.08
C 0.6043 -2.6003 0.6529 -0.25
H 1.6099 -3.0332 0.7872 0.29
C -0.0300 -1.0846 -1.0497 -0.51
C 0.2717 -3.2356 -1.7845 -0.96
H 0.4161 -4.2958 -1.6708 0.49
C 0.1669 -2.4441 -2.8589 -0.66
H 0.2213 -2.6919 -3.9003 0.68
N 0.0345 -1.1226 -2.4137 1.04
C 0.0758 0.0286 -3.2565 0.71
C 1.1504 0.1824 -4.1459 1.19
C 1.1810 1.3147 -4.9649 -1.15
H 2.0288 1.4562 -5.6433 0.22
C 0.1581 2.2631 -4.9247 0.81
C 0.1865 3.4660 -5.8274 -1.50
H 0.1550 4.3899 -5.2338 0.32
H -0.6842 3.4763 -6.4982 0.32
H 1.0959 3.4731 -6.4402 0.35
C -0.8974 2.0875 -4.0246 -0.93
H -1.6892 2.8426 -3.9854 0.31
C -0.9582 0.9755 -3.1756 0.84
C -2.1043 0.7744 -2.2446 -1.11
H -2.7552 -0.0498 -2.5678 0.30
H -2.7166 1.6821 -2.2071 0.40
H -1.7588 0.5419 -1.2287 -0.25
C 2.2881 -0.7854 -4.1938 -1.68
H 1.9855 -1.7547 -4.6091 0.38
H 2.7571 -0.9522 -3.2134 0.16
H 3.0621 -0.3742 -4.8541 0.39
C -3.9489 1.9726 2.5796 -0.86
N -3.1805 0.7608 2.8958 0.11
C -3.4404 0.0912 4.1811 -0.68
C -2.1979 0.4145 2.1262 -0.13
N -1.5401 0.2197 1.1474 0.23
H -4.7768 2.0251 3.2895 0.31
H -4.3294 1.9190 1.5510 0.30
H -3.3252 2.8757 2.6759 0.28
H -3.7271 -0.9579 4.0196 0.19
H -2.5424 0.1152 4.8175 0.20
H -4.2564 0.6334 4.6657 0.32
```

Values from the calculation:
2S+1   4
LUMO (alpha / beta)   2.6 / 2.6 eV
Charge   -1
HOMO level (alpha / beta)   0.2364 / -1.6991 eV
Orbital gap (alpha / beta)   2.387 / 4.314 eV

---

# 2
# C5H10AlClFO2

A structure of composition C5H10AlClFO2 in a non-equilibrium geometry (ωB97M-V/def2-TZVPD, OMol25).

```
20
Properties=species:S:1:pos:R:3:mulliken_charge:R:1
C -2.1042 -0.8140 -2.3751 -0.81
C -1.0863 -0.8899 -1.0588 -0.41
C -0.9399 0.5982 -0.3095 0.07
F -2.0949 0.9156 0.5625 -0.36
C 0.4306 0.5410 0.5878 0.39
C 0.4740 -0.3149 1.9853 -0.19
O 1.8790 -0.2069 2.5011 -0.54
Al 2.8544 1.0044 1.3840 0.53
Cl 4.1764 2.5638 2.3653 -0.46
O 1.1876 1.7950 0.8478 -0.71
H -2.6474 0.2453 -2.4617 0.26
H -2.9181 -1.6810 -2.2758 0.22
H -1.4941 -1.0638 -3.3685 0.23
H -1.4687 -1.7159 -0.3122 0.28
H -0.0274 -1.1846 -1.5040 0.25
H -0.8174 1.3698 -1.1962 0.27
H 1.2204 -0.0514 -0.0791 -0.14
H 0.2154 -1.4713 1.8417 0.13
H -0.3695 -0.0196 2.7769 0.19
H 3.5299 0.3804 0.0884 -0.20
```

Values from the calculation:
LUMO   3.3 eV
Charge   -1
HOMO level   -5.3195 eV
Orbital gap   8.596 eV

---

# 3
# C3H6N2O2S

An isolated molecule of C3H6N2O2S in a non-equilibrium geometry (ωB97M-V/def2-TZVPD, OMol25).

```
14
Properties=species:S:1:pos:R:3:mulliken_charge:R:1
C -0.6860 -0.6665 -3.0108 -0.89
C -0.2334 -0.6012 -1.5873 0.60
O -0.4293 -1.4351 -0.6912 -0.60
S -0.0452 1.1187 -0.7613 -0.05
N -0.5082 0.7767 0.9080 -0.36
C 0.4834 0.1871 1.8135 0.45
N 0.9866 -1.1138 1.4365 -0.35
O 0.5978 0.7121 2.9471 -0.62
H -0.5883 -1.7204 -3.5112 0.30
H -0.2220 0.1512 -3.5769 0.33
H -1.9445 -0.6109 -2.7728 0.27
H -0.7498 1.7760 1.4869 0.36
H 0.7471 -1.3823 0.5012 0.33
H 1.3991 -1.4846 2.3028 0.24
```

Values from the calculation:
SMILES string   CC(=O)SNC(N)=O
LUMO   -0.2 eV
Charge   0
HOMO level   -9.2459 eV
Relative energy (zero: lowest compared OMol25 entry of this formula, charge and spin)   71.76 kcal per mole
Orbital gap   9.048 eV

---

# 4
# C27H37As3N3Os

A structure of composition C27H37As3N3Os in a non-equilibrium geometry (ωB97M-V/def2-TZVPD, OMol25).

```
71
Properties=species:S:1:pos:R:3:mulliken_charge:R:1
Os -0.0962 -0.3292 0.7290 0.03
C -2.7249 -2.6584 -1.0582 -1.24
As -0.8842 -2.3385 -0.4877 0.91
C -0.6954 -3.8290 0.7738 -1.31
C 0.0838 -2.9732 -2.1196 -1.50
C 1.5954 -2.7350 -2.2413 2.08
C 2.3343 -3.4189 -1.0824 -1.90
C 1.9532 -1.2424 -2.2697 -1.51
As 2.0934 -0.2443 -0.5343 0.66
C 3.9649 -0.4639 0.0022 -1.26
C 2.1623 1.5496 -1.3110 -1.25
C 2.1117 -3.4348 -3.5245 -1.75
As 1.7646 -2.7793 -5.4086 0.68
C 3.0680 -1.3550 -5.7635 -1.00
C 0.0442 -1.8334 -5.5982 -1.00
H -3.0267 -2.0118 -1.8826 0.39
H -3.3941 -2.4756 -0.2134 0.44
H -2.8323 -3.7029 -1.3639 0.44
H -0.7747 -4.7792 0.2384 0.45
H -1.5131 -3.7786 1.4979 0.45
H 0.2476 -3.8130 1.3227 0.34
H -0.4343 -2.5144 -2.9702 0.26
H -0.1184 -4.0517 -2.1620 0.66
H 2.0336 -2.9707 -0.1245 0.20
H 3.4127 -3.2999 -1.1974 0.45
H 2.1151 -4.4858 -1.0523 0.47
H 1.2204 -0.6885 -2.8732 0.20
H 2.9388 -1.1142 -2.7360 0.69
H 4.6027 -0.2421 -0.8578 0.43
H 4.1820 -1.4668 0.3684 0.41
H 4.1945 0.2496 0.7977 0.47
H 2.8824 1.5775 -2.1332 0.47
H 2.4810 2.2725 -0.5582 0.45
H 1.1842 1.8568 -1.6872 0.32
H 1.7543 -4.4681 -3.5201 0.59
H 3.2048 -3.4870 -3.4941 0.61
H 4.0632 -1.6443 -5.4312 0.38
H 2.7579 -0.4266 -5.2815 0.31
H 3.1083 -1.1810 -6.8392 0.42
H -0.7990 -2.4906 -5.4009 0.40
H -0.0238 -1.4978 -6.6331 0.41
H 0.0111 -0.9570 -4.9505 0.29
N -4.1137 7.0660 6.5971 -0.39
C -3.6607 6.2574 5.9308 -0.20
C -3.1186 5.2649 5.0759 0.58
C -3.7901 4.0523 4.9178 -0.91
C -3.2324 3.0653 4.1265 -0.09
C -2.0271 3.2972 3.4664 -0.72
C -1.3747 4.5195 3.6088 -0.03
C -1.9174 5.5069 4.4096 -0.89
C -1.4373 2.2239 2.6302 0.60
C -0.6664 1.2462 3.2609 0.49
C -0.4922 1.0334 4.6505 -0.51
C 0.3799 -0.0343 4.7966 -1.17
C 0.7411 -0.4327 3.5042 -0.10
N 0.1245 0.3180 2.5793 0.11
C -1.6812 2.2219 1.2537 0.34
C -2.2689 3.2481 0.4811 -0.40
C -2.3311 2.7921 -0.8267 -1.27
C -1.8097 1.4947 -0.8207 -0.17
N -1.4164 1.1416 0.4104 0.25
H -4.7315 3.8821 5.4162 0.50
H -3.7416 2.1215 4.0111 0.55
H -0.4388 4.6993 3.1025 0.54
H -1.4090 6.4508 4.5319 0.50
H -0.9595 1.5954 5.4346 0.61
H 0.7186 -0.4752 5.7138 0.49
H 1.4487 -1.2106 3.2397 0.54
H -2.5878 4.2010 0.8547 0.64
H -2.7086 3.3259 -1.6767 0.49
H -1.7545 0.8011 -1.6509 0.56
```

Values from the calculation:
2S+1   5
LUMO (alpha / beta)   -9.4 / -11.4 eV
Charge   +3
HOMO level (alpha / beta)   -15.8836 / -15.8801 eV
Orbital gap (alpha / beta)   6.463 / 4.496 eV

---

# 5
# C5H5NO2P

The ion C5H5NO2P with charge -1 in a non-equilibrium geometry (ωB97M-V/def2-TZVPD, OMol25).

```
14
Properties=species:S:1:pos:R:3:mulliken_charge:R:1
O 1.7643 2.4313 0.3687 -0.74
C 1.3811 1.2684 0.1235 0.41
C 2.1277 0.1833 -0.2945 -0.65
C 1.6490 -1.1286 -0.4040 -0.14
C 0.3672 -1.3068 -0.0688 -0.66
C -0.4869 -0.1824 0.0797 0.49
N -1.7911 -0.4521 0.1824 -0.46
P -3.0699 0.5276 -0.2312 -0.17
O 0.0437 1.0618 0.2455 -0.24
H 3.1724 0.2984 -0.2433 0.33
H 2.2861 -1.8565 -0.7320 0.50
H -0.1310 -2.2095 -0.2090 0.38
H -3.3428 1.5549 0.8094 -0.03
H -3.9697 -0.1898 0.3737 -0.03
```

Values from the calculation:
SMILES string   [O-]c1ccc/c(=N/P)o1
LUMO   4.0 eV
Charge   -1
HOMO level   -3.0225 eV
Orbital gap   7.036 eV